(1)
DFT (ωB97M-V/def2-TZVPD) results for a cluster of 9 separate species, C34H90N4O13 in total.

```
141
C34H90N4O13 (ωB97M-V/def2-TZVPD)
C -4.14 0.03 -27.33
O -5.01 0.04 -26.21
C -5.13 1.40 -25.75
C -5.98 1.43 -24.44
N -5.46 0.68 -23.24
C -6.29 0.79 -22.08
C -5.60 0.28 -20.82
O -6.52 0.30 -19.71
C -5.90 -0.32 -18.57
H -4.72 0.35 -28.20
H -3.77 -0.99 -27.48
H -3.27 0.68 -27.36
H -5.50 2.08 -26.51
H -4.13 1.80 -25.60
H -6.97 1.13 -24.77
H -6.08 2.49 -24.21
H -5.29 -0.28 -23.51
H -7.23 0.24 -22.21
H -6.57 1.82 -21.86
H -4.70 0.86 -20.66
H -5.13 -0.70 -20.90
H -6.27 0.05 -17.61
H -4.86 -0.01 -18.52
H -5.96 -1.41 -18.53
C -11.96 1.80 -27.41
O -11.94 3.00 -28.23
C -11.06 2.79 -29.35
C -10.91 4.12 -30.12
N -10.19 5.08 -29.35
C -10.28 6.38 -30.02
C -9.80 7.57 -29.05
O -10.55 7.43 -27.87
C -10.14 8.34 -26.85
H -10.95 1.67 -27.01
H -12.34 0.88 -27.84
H -12.62 1.88 -26.55
H -11.57 2.09 -30.01
H -10.09 2.39 -29.07
H -11.94 4.42 -30.34
H -10.42 4.06 -31.10
H -10.61 5.33 -28.47
H -11.30 6.62 -30.31
H -9.72 6.37 -30.96
H -10.08 8.49 -29.56
H -8.72 7.58 -28.91
H -10.09 9.36 -27.24
H -9.18 7.95 -26.52
H -10.87 8.35 -26.04
C -17.01 -2.35 -29.06
O -15.72 -2.84 -28.74
C -14.76 -2.69 -29.78
C -13.33 -2.97 -29.28
N -13.21 -4.37 -28.94
C -11.87 -4.62 -28.33
C -11.88 -4.25 -26.85
O -12.85 -4.98 -26.13
C -12.72 -4.90 -24.74
H -17.10 -1.28 -29.27
H -17.67 -2.61 -28.23
H -17.39 -2.83 -29.96
H -14.77 -1.69 -30.22
H -15.04 -3.47 -30.49
H -13.18 -2.26 -28.47
H -12.71 -2.80 -30.16
H -13.96 -4.66 -28.32
H -10.99 -4.24 -28.86
H -11.88 -5.70 -28.47
H -11.96 -3.17 -26.71
H -10.91 -4.43 -26.39
H -12.75 -3.89 -24.34
H -11.75 -5.22 -24.35
H -13.53 -5.48 -24.28
C -6.74 -2.54 -24.62
O -5.65 -2.12 -23.80
C -4.38 -2.58 -24.26
C -3.40 -2.59 -23.11
N -3.64 -3.74 -22.26
C -2.68 -3.70 -21.11
C -3.00 -4.97 -20.25
O -3.98 -4.67 -19.28
C -4.31 -5.72 -18.45
H -6.90 -3.61 -24.49
H -6.51 -2.34 -25.67
H -7.68 -2.07 -24.33
H -4.02 -1.97 -25.09
H -4.51 -3.59 -24.62
H -3.40 -1.63 -22.59
H -2.37 -2.71 -23.47
H -4.61 -3.92 -22.07
H -2.75 -2.76 -20.55
H -1.61 -3.72 -21.30
H -2.13 -5.30 -19.68
H -3.35 -5.78 -20.87
H -5.08 -5.32 -17.79
H -3.44 -5.92 -17.83
H -4.74 -6.61 -18.91
C -8.24 3.40 -26.91
C -7.68 4.46 -25.95
O -6.27 4.50 -26.01
H -7.92 3.62 -27.93
H -9.33 3.46 -26.89
H -7.97 2.37 -26.67
H -7.98 4.23 -24.93
H -8.00 5.46 -26.25
H -5.98 5.27 -25.51
C -5.28 -2.97 -29.64
C -5.63 -3.79 -28.39
O -6.82 -4.56 -28.64
H -6.11 -2.46 -30.13
H -4.84 -3.57 -30.44
H -4.60 -2.17 -29.37
H -5.84 -2.97 -27.70
H -4.82 -4.39 -27.98
H -6.53 -5.41 -28.97
C -12.10 -0.25 -24.25
C -10.60 -0.19 -24.21
O -10.30 -0.20 -22.82
H -12.50 -0.11 -25.25
H -12.56 0.61 -23.76
H -12.49 -1.21 -23.89
H -10.23 0.70 -24.72
H -10.24 -1.13 -24.65
H -10.57 -1.03 -22.43
C -10.39 -1.59 -32.03
C -10.60 -0.44 -31.00
O -10.91 -0.86 -29.73
H -9.93 -1.07 -32.87
H -11.36 -2.01 -32.29
H -9.68 -2.36 -31.72
H -11.35 0.25 -31.41
H -9.73 0.19 -30.81
H -10.10 -1.29 -29.46
C -8.16 -0.84 -27.25
C -8.93 -2.10 -27.50
O -8.68 -2.44 -28.80
H -8.15 -0.66 -26.17
H -8.72 0.03 -27.60
H -7.15 -0.71 -27.63
H -10.00 -2.04 -27.31
H -8.63 -2.97 -26.91
H -7.86 -2.93 -28.84
```

SMILES: COCCNCCOC.COCCNCCOC.COCCNCCOC.COCCNCCOC.CCO.CCO.CCO.CCO.CCO
gap between HOMO and LUMO: 8.594 eV

=====

(2)
DFT (ωB97M-V/def2-TZVPD) results for a structure of composition C34H90N6O12V.

```
143
C34H90N6O12V (ωB97M-V/def2-TZVPD)
V 1.07 2.97 -1.41
O -0.31 2.46 0.16
C -0.47 1.07 0.09
C -0.29 0.47 -1.26
O 0.80 0.95 -1.95
H -1.46 0.73 0.49
H 0.24 0.60 0.82
H -1.20 0.73 -1.85
H -0.34 -0.63 -1.13
C 2.43 -7.10 3.85
O 1.97 -6.08 3.03
C 1.73 -4.93 3.72
C 1.47 -3.81 2.75
N 0.40 -4.11 1.82
C 0.28 -3.15 0.74
C -0.37 -3.78 -0.45
O 0.52 -4.75 -0.94
C 0.06 -5.35 -2.08
H 3.07 -6.70 4.64
H 3.01 -7.81 3.26
H 1.59 -7.65 4.29
H 2.60 -4.60 4.32
H 0.87 -5.01 4.41
H 2.40 -3.61 2.16
H 1.36 -2.91 3.37
H 0.56 -5.04 1.44
H 1.27 -2.74 0.43
H -0.29 -2.26 1.06
H -0.49 -3.01 -1.24
H -1.36 -4.20 -0.21
H 0.68 -6.22 -2.28
H 0.09 -4.69 -2.96
H -0.97 -5.71 -1.96
C 2.87 2.35 -3.89
O 2.68 3.32 -2.89
C 3.86 3.70 -2.24
C 4.09 2.92 -0.96
N 2.89 2.70 -0.13
C 2.55 3.76 0.83
C 2.32 5.14 0.24
O 1.62 5.05 -0.99
C 1.57 6.27 -1.68
H 1.90 2.04 -4.26
H 3.27 1.42 -3.46
H 3.52 2.73 -4.68
H 3.82 4.77 -2.03
H 4.70 3.62 -2.95
H 4.82 3.49 -0.35
H 4.58 1.97 -1.17
H 3.14 1.83 0.35
H 3.30 3.79 1.64
H 1.64 3.45 1.35
H 3.26 5.71 0.13
H 1.72 5.70 0.97
H 2.58 6.69 -1.77
H 0.91 6.98 -1.17
H 1.16 6.06 -2.67
C -4.44 2.55 0.06
C -3.91 3.20 -1.22
C -4.96 4.05 -1.87
O -6.15 3.39 -2.27
C -5.95 2.25 -3.12
N -2.69 3.98 -1.05
H -4.66 3.31 0.83
H -3.69 1.87 0.47
H -5.39 2.04 -0.12
H -3.66 2.36 -1.88
H -4.50 4.61 -2.72
H -5.30 4.81 -1.15
H -5.42 2.54 -4.05
H -6.90 1.80 -3.38
H -5.34 1.47 -2.63
H -2.01 3.40 -0.54
H -2.90 4.77 -0.42
C -2.88 -2.93 -5.57
C -1.87 -3.04 -4.45
C -1.07 -1.78 -4.31
O -0.42 -1.55 -5.50
C 0.22 -0.31 -5.49
N -2.56 -3.43 -3.21
H -2.40 -2.74 -6.53
H -3.66 -2.20 -5.34
H -3.41 -3.89 -5.68
H -1.17 -3.84 -4.75
H -0.41 -1.81 -3.42
H -1.75 -0.92 -4.15
H 0.57 -0.10 -6.51
H 1.10 -0.23 -4.83
H -0.51 0.47 -5.18
H -3.46 -2.95 -3.19
H -2.06 -3.04 -2.40
C 3.25 0.99 4.78
C 2.34 0.76 3.58
C 2.69 -0.49 2.81
O 3.77 -0.27 1.98
C 3.80 -1.26 0.94
N 0.90 0.87 3.91
H 3.34 0.09 5.40
H 2.89 1.80 5.41
H 4.26 1.24 4.44
H 2.59 1.60 2.90
H 1.79 -0.72 2.21
H 2.92 -1.33 3.47
H 3.99 -2.27 1.34
H 4.64 -1.03 0.28
H 2.87 -1.27 0.35
H 0.53 1.82 4.00
H 0.36 0.58 3.08
C -3.09 -0.93 1.86
C -2.46 -1.63 3.07
C -3.33 -1.41 4.28
O -2.76 -2.03 5.38
C -3.31 -1.59 6.58
N -2.35 -3.09 2.82
H -3.10 0.17 1.98
H -4.10 -1.28 1.66
H -2.52 -1.13 0.94
H -1.46 -1.23 3.31
H -4.32 -1.85 4.06
H -3.48 -0.33 4.44
H -3.29 -0.48 6.63
H -2.66 -1.93 7.39
H -4.33 -1.97 6.74
H -2.42 -3.58 3.71
H -1.44 -3.33 2.41
C 3.83 -3.07 -3.81
C 2.60 -2.35 -3.23
O 2.88 -0.96 -3.21
H 3.81 -2.96 -4.90
H 3.77 -4.15 -3.62
H 4.77 -2.69 -3.41
H 2.33 -2.72 -2.24
H 1.79 -2.57 -3.95
H 2.18 -0.49 -2.71
C -0.83 5.38 2.57
C -1.65 4.14 2.78
O -0.88 2.98 2.74
H -0.44 5.42 1.55
H 0.01 5.44 3.28
H -1.42 6.28 2.76
H -2.42 4.08 2.00
H -2.20 4.19 3.72
H -0.75 2.82 1.75
```

⟨S²⟩: 3.756
gap between HOMO and LUMO (spin up / spin down): 7.469 / 8.251 eV
multiplicity: 4

=====

(3)
DFT (ωB97M-V/def2-TZVPD) results for a cluster of 9 separate species, C34H92N6O11 in total.

```
143
C34H92N6O11 (ωB97M-V/def2-TZVPD)
C 4.29 -2.86 -7.58
O 4.21 -2.50 -6.21
C 2.95 -2.80 -5.63
C 2.96 -2.06 -4.29
C 1.58 -2.09 -3.64
N 3.31 -0.65 -4.36
H 5.33 -2.72 -7.84
H 3.57 -2.31 -8.20
H 4.01 -3.91 -7.75
H 2.15 -2.43 -6.28
H 2.75 -3.87 -5.50
H 3.68 -2.52 -3.61
H 1.28 -3.10 -3.33
H 0.88 -1.87 -4.46
H 1.37 -1.47 -2.78
H 4.17 -0.52 -4.87
H 2.58 -0.13 -4.85
C 1.72 -2.10 0.36
O 0.33 -2.22 0.54
C -0.54 -1.34 -0.17
C -1.34 -0.48 0.78
C -2.19 -1.21 1.79
N -2.29 0.35 0.02
H 2.16 -1.21 0.82
H 1.98 -2.18 -0.70
H 2.27 -2.93 0.80
H 0.15 -0.66 -0.69
H -1.10 -1.90 -0.92
H -0.70 0.26 1.28
H -2.50 -0.58 2.63
H -1.63 -2.02 2.25
H -3.11 -1.65 1.40
H -2.90 0.88 0.63
H -1.88 1.02 -0.63
C 3.91 0.27 -0.98
O 4.53 1.53 -0.75
C 4.48 2.35 -1.91
C 4.44 3.83 -1.51
C 3.35 4.33 -0.58
N 4.52 4.73 -2.65
H 2.87 0.34 -1.31
H 4.10 -0.32 -0.09
H 4.39 -0.23 -1.84
H 5.36 2.10 -2.51
H 3.64 2.11 -2.58
H 5.37 3.96 -0.94
H 2.35 4.10 -0.97
H 3.38 5.42 -0.46
H 3.28 3.89 0.41
H 4.93 4.37 -3.50
H 3.60 5.09 -2.87
C 0.48 -6.91 3.49
O 0.68 -6.48 2.16
C -0.12 -7.27 1.27
C -0.35 -6.58 -0.08
C -0.90 -5.16 0.12
N -1.05 -7.41 -1.04
H 1.34 -6.75 4.14
H 0.41 -8.00 3.60
H -0.44 -6.46 3.87
H 0.35 -8.25 1.19
H -1.08 -7.42 1.78
H 0.65 -6.59 -0.54
H -0.98 -4.75 -0.89
H -0.27 -4.52 0.73
H -1.89 -5.14 0.59
H -1.25 -6.80 -1.83
H -1.92 -7.77 -0.68
C -5.55 1.78 -2.90
O -4.75 2.75 -3.59
C -4.51 2.51 -4.96
C -3.43 1.45 -5.14
N -2.21 1.94 -4.47
C -1.23 0.89 -4.28
C -0.06 1.40 -3.41
O -0.58 1.61 -2.09
C 0.38 2.17 -1.19
H -5.04 0.82 -2.89
H -6.54 1.78 -3.37
H -5.47 2.15 -1.88
H -4.18 3.44 -5.43
H -5.44 2.26 -5.48
H -3.18 1.33 -6.20
H -3.77 0.49 -4.74
H -2.56 2.28 -3.58
H -0.87 0.54 -5.25
H -1.63 0.07 -3.66
H 0.29 2.38 -3.75
H 0.76 0.70 -3.28
H 0.16 1.74 -0.22
H 0.28 3.26 -1.19
H 1.40 1.86 -1.44
C -0.91 0.05 4.89
O -0.97 1.43 5.17
C -1.55 2.17 4.12
C -1.07 3.63 4.34
N -1.59 4.61 3.40
C -1.16 4.46 2.01
C -1.71 5.67 1.26
O -1.17 6.81 1.91
C -1.58 8.01 1.29
H -1.84 -0.45 5.13
H -0.09 -0.36 5.49
H -0.49 -0.16 3.90
H -2.64 2.28 4.15
H -1.18 1.91 3.12
H 0.03 3.68 4.38
H -1.31 3.90 5.37
H -1.49 5.54 3.78
H -1.59 3.55 1.58
H -0.07 4.49 1.93
H -2.79 5.68 1.39
H -1.50 5.64 0.19
H -1.65 8.87 1.95
H -2.54 7.90 0.78
H -0.84 8.31 0.53
C 3.92 0.27 3.19
C 2.79 1.33 3.23
O 2.34 1.38 4.58
H 3.57 -0.61 3.72
H 4.82 0.66 3.68
H 4.13 -0.02 2.16
H 2.08 0.99 2.48
H 3.28 2.28 3.03
H 1.40 1.57 4.64
C -5.82 1.16 2.97
C -5.77 -0.11 3.83
O -4.96 0.15 4.94
H -4.78 1.30 2.68
H -6.13 1.99 3.62
H -6.44 0.98 2.09
H -5.31 -0.89 3.21
H -6.79 -0.41 4.13
H -5.51 0.51 5.64
C 0.82 -3.09 4.96
C 1.22 -3.56 3.54
O 2.56 -4.09 3.46
H 1.34 -2.15 5.17
H 1.14 -3.87 5.65
H -0.22 -2.77 5.00
H 1.13 -2.83 2.73
H 0.56 -4.37 3.22
H 2.40 -4.87 2.91
```

SMILES: COC[C@H](C)N.COC[C@H](C)N.COC[C@H](C)N.COC[C@H](C)N.COCCNCCOC.COCCNCCOC.CCO.CCO.CCO
gap between HOMO and LUMO: 9.108 eV

=====

Max |F| (computed, Eh/bohr): 0.057, 0.045, 0.049
E (computed, Ha): -2546.227726, -3524.686208, -2506.519180